(P)
10
Properties=species:S:1:pos:R:3 method="wB97M-V/def2-TZVPD" total_charge=0 spin_multiplicity=1 homo_lumo_gap_ev=11.0 smiles="NC(=O)/C(F)=C/F"
N -2.0464 0.6916 -0.0012
C -1.1192 -0.3173 0.0353
O -1.3937 -1.5067 -0.0494
C 0.2572 0.1482 0.0252
F 0.4208 1.4899 -0.0376
C 1.2813 -0.6432 0.0543
F 2.5316 -0.1736 -0.0344
H -3.0286 0.3514 -0.1555
H -1.7879 1.6034 0.3194
H 1.2040 -1.7147 0.1993

---

(Q)
10
Properties=species:S:1:pos:R:3 method="wB97M-V/def2-TZVPD" total_charge=0 spin_multiplicity=1 homo_lumo_gap_ev=11.7 smiles="F[C@@H]1N=CO[C@H]1F"
F 1.7799 -0.9893 0.4118
C 0.7571 -0.5414 -0.3298
N 0.8651 0.8468 -0.5597
C -0.0545 1.5093 0.0142
O -1.0450 0.6661 0.5907
C -0.6206 -0.6344 0.4052
F -1.6032 -1.2252 -0.4276
H 0.6737 -0.9734 -1.2694
H -0.2377 2.5190 -0.1479
H -0.5148 -1.1776 1.3124

---

Order from most stable to least stable according to the calculation: (P), (Q)

---

(P)
26
Properties=species:S:1:pos:R:3 method="wB97M-V/def2-TZVPD" total_charge=-1 spin_multiplicity=1 homo_lumo_gap_ev=7.4
C 0.0308 -1.9108 2.6593
C 0.3457 -0.0899 0.9684
C 0.8725 -1.1679 1.6677
C 1.1380 0.6707 0.1090
C 2.1891 -1.5231 1.3861
C 2.4243 0.2688 -0.1887
C 2.9508 -0.8564 0.4338
O 3.2008 1.0546 -1.0308
H -0.6957 0.2130 1.0292
H 0.7163 1.6348 -0.1668
H 0.3199 -1.7321 3.6962
H 0.1181 -2.9996 2.5692
H 2.6184 -2.3510 1.9466
H 3.9479 -1.2475 0.2759
H 3.2952 0.6387 -1.8870
H -1.0130 -1.6542 2.5352
C -2.5156 0.7645 -1.2141
C -2.2518 0.6573 -2.7003
C -1.9767 2.0700 -0.5798
O -1.4904 2.9275 -1.3481
O -2.0241 2.1109 0.6791
H -3.5433 0.6593 -0.9465
H -2.1011 -0.0623 -0.6338
H -2.7409 1.4726 -3.2323
H -2.6290 -0.2696 -3.1542
H -1.1862 0.7217 -2.8735

---

(Q)
26
Properties=species:S:1:pos:R:3 method="wB97M-V/def2-TZVPD" total_charge=-1 spin_multiplicity=1 homo_lumo_gap_ev=7.8
C -1.6497 -0.6986 3.7897
C 0.7481 -1.5749 0.4569
C 0.7073 -0.2720 0.8842
C 0.0213 -2.6151 1.0088
C -0.0330 0.1080 2.0023
C -0.7690 -2.2121 2.0511
C -0.7928 -0.9022 2.5774
O 1.2299 -1.9644 -0.8055
H 1.9445 -1.2691 -1.0609
H 1.3426 0.2549 0.2781
H 0.2743 -3.6092 0.7364
H -0.0632 1.0816 2.4064
H -1.1818 -3.0343 2.5103
H -1.0751 -0.9257 4.7322
H -2.4712 -1.4450 3.7608
H -2.0236 0.2819 3.7340
C 0.0872 1.4061 -2.6863
C -0.1166 2.3601 -3.8013
C 1.4434 1.6332 -1.9700
O 1.7057 2.8593 -1.9378
O 1.9457 0.6718 -1.3215
H -0.5847 1.6836 -1.9103
H 0.0449 0.3701 -3.0894
H 0.4445 2.1639 -4.7167
H -0.0116 3.4133 -3.4664
H -1.1672 2.2348 -4.1625

---

Order from most stable to least stable according to the calculation: (P), (Q)

---

(P)
17
Properties=species:S:1:pos:R:3 method="wB97M-V/def2-TZVPD" total_charge=+1 spin_multiplicity=1 homo_lumo_gap_ev=11.1 smiles="CNN(C)C([NH3+])=O"
C 0.5987 0.5570 -1.7940
N -0.0707 -0.4011 -0.8688
N 0.2758 -0.2347 0.4413
C 1.5733 -0.4239 0.9786
C -0.7141 0.1715 1.2464
N -2.0169 0.1018 0.4356
O -0.7769 0.4066 2.4002
H 0.4299 1.5124 -1.5573
H 1.6059 0.5119 -1.6731
H 0.1248 0.2868 -2.6977
H 0.1264 -1.2847 -1.1990
H 2.2534 -0.1201 0.1932
H 1.5521 0.0221 1.8701
H 1.8604 -1.3935 1.2820
H -2.3258 1.0716 0.2251
H -2.7039 -0.3733 1.1243
H -1.7925 -0.4102 -0.4069

---

(Q)
17
Properties=species:S:1:pos:R:3 method="wB97M-V/def2-TZVPD" total_charge=+1 spin_multiplicity=1 homo_lumo_gap_ev="7.8 / 7.8"
C 0.9543 0.4775 0.1062
C -2.1196 0.9017 0.1547
C 2.9940 -0.6145 0.1497
N 1.1674 1.6708 0.0128
N -1.3623 -0.1891 0.6534
N -1.7233 -1.2780 -0.2479
O 1.5400 -0.6289 0.0153
H -1.7326 1.3460 -0.8360
H -3.2313 0.7033 -0.1372
H -2.2189 1.8469 0.8201
H 3.5633 -0.8701 -0.8363
H 3.3865 -1.5039 0.6909
H 3.5455 0.3489 0.5649
H 0.6730 2.4484 0.3274
H -2.7274 -1.1765 -0.3679
H -1.2139 -1.3483 -1.1859
H -1.4946 -2.1341 0.1158

---

Order from most stable to least stable according to the calculation: (P), (Q)

---

(P)
18
Properties=species:S:1:pos:R:3 method="wB97M-V/def2-TZVPD" total_charge=0 spin_multiplicity=1 homo_lumo_gap_ev=7.9
C -2.2632 0.2279 0.0138
C 1.8163 0.0087 -1.2433
C 1.8078 -0.0893 1.2110
C 1.2721 -0.6753 -0.0532
N -0.9032 0.2707 -0.0049
N -2.7320 1.4920 0.0773
N -0.6284 1.5324 -0.0340
N -1.6733 2.2094 0.0437
N -2.9030 -1.0012 -0.0612
O -2.1712 -2.0105 -0.0324
O -4.1268 -1.0514 -0.0587
H 1.1500 0.2752 -2.0298
H 2.5689 -0.5846 -1.6348
H 2.2112 0.9414 -1.0041
H 1.2292 -0.4487 2.1804
H 1.7498 1.0539 1.1953
H 2.9073 -0.5507 1.3833
H 0.6886 -1.5998 0.0515

---

(Q)
18
Properties=species:S:1:pos:R:3 method="wB97M-V/def2-TZVPD" total_charge=0 spin_multiplicity=1 homo_lumo_gap_ev=9.4 smiles="CO/N=C(/N)c1nonc1N"
C 2.3893 -0.4747 1.0761
O 1.2453 -0.7434 0.3918
N 0.1941 -0.7859 1.3043
C -1.0142 -0.3913 0.8610
N -2.0294 -0.3089 1.6692
C -1.2711 0.0668 -0.5860
N -2.4487 -0.1627 -1.0961
O -2.4143 0.3122 -2.3345
N -1.2064 0.8381 -2.6905
C -0.4208 0.6919 -1.5783
N 0.8521 1.1928 -1.6003
H 2.7213 -1.1898 1.9676
H 3.0905 -0.5812 0.4170
H 2.3924 0.4872 1.6579
H -2.9622 -0.3780 1.3993
H -1.7734 -0.7662 2.5548
H 1.0721 1.5267 -2.3213
H 1.5831 0.6665 -1.0920

---

Order from most stable to least stable according to the calculation: (Q), (P)

---

(P)
84
Properties=species:S:1:pos:R:3 method="wB97M-V/def2-TZVPD" total_charge=+1 spin_multiplicity=2 homo_lumo_gap_ev="6.6 / 6.5" s_squared=0.766
Cr -0.1310 0.9458 -0.8806
Br 5.0007 1.5907 -5.1786
C 3.6513 1.4628 -3.8959
C 3.8894 0.8457 -2.6789
C 2.8396 0.7431 -1.7838
N 1.6196 1.2310 -2.0249
C 1.4129 1.8801 -3.1897
C 2.3941 1.9925 -4.1588
C 0.0685 2.4945 -3.3458
C -0.2447 3.3846 -4.3570
C -1.5173 3.9426 -4.3670
Br -1.9878 5.1468 -5.7157
C -2.4210 3.6112 -3.3713
C -2.0227 2.7187 -2.3917
N -0.8087 2.1658 -2.3857
H 4.8559 0.4371 -2.4262
H 2.9727 0.2483 -0.8336
H 2.1972 2.4833 -5.0979
H 0.4733 3.6612 -5.1111
H -3.4144 4.0329 -3.3452
H -2.6853 2.4262 -1.5895
C 1.3543 -1.8671 -3.3197
C -0.0719 -1.6259 -2.9822
N -0.5733 -0.7425 -2.1297
C -1.9335 -0.9485 -2.1113
C -2.2617 -1.9474 -2.9674
N -1.0716 -2.3616 -3.5051
C -3.5261 -2.6168 -3.3748
O -4.6355 -2.1642 -2.8282
O -3.4731 -3.5160 -4.1748
C -2.7462 -0.1693 -1.1594
O -3.9728 -0.2800 -1.1539
O -2.0463 0.5779 -0.3979
H 1.9929 -1.5453 -2.5020
H 1.6457 -1.3390 -4.2285
H 1.5240 -2.9311 -3.4745
H -1.0065 -3.1268 -4.1631
H -4.4544 -1.4067 -2.2016
N 5.1988 1.1085 4.7210
C 5.2776 0.3347 3.6275
S 6.5989 -0.5361 3.2114
C 4.0493 0.3538 2.7714
C 3.3034 1.5093 2.5873
C 2.2117 1.4778 1.7303
N 1.8156 0.3819 1.0922
C 2.5242 -0.7362 1.2942
C 3.6449 -0.7943 2.0988
H 5.9913 1.1484 5.3417
H 4.3324 1.5264 5.0139
H 3.5835 2.4461 3.0492
H 1.6384 2.3723 1.5292
H 2.1617 -1.6249 0.7933
H 4.2046 -1.7121 2.2077
C -0.7768 4.4577 1.0274
C -1.1129 2.9795 1.0112
C -1.1514 2.3495 2.3906
O -0.1504 2.3130 0.1996
H -1.5384 5.0140 1.5754
H -0.7215 4.8573 0.0155
H 0.1833 4.6290 1.5161
H -2.0900 2.8223 0.5412
H -0.2523 2.5947 2.9581
H -1.2313 1.2652 2.3080
H -2.0124 2.7170 2.9490
C -3.5256 -2.7021 0.9871
N -2.7428 -2.8313 2.2032
C -3.5316 -2.7707 3.4247
C -1.4003 -2.7783 2.1984
S -0.5090 -2.2586 0.8651
N -0.7975 -3.1893 3.3569
C -1.1946 -4.4533 3.9656
C 0.5872 -2.8408 3.6035
H -4.3955 -3.3540 1.0675
H -2.9248 -2.9992 0.1316
H -3.8653 -1.6747 0.8488
H -4.2786 -1.9841 3.3080
H -2.8933 -2.5308 4.2700
H -4.0525 -3.7100 3.6181
H -2.1319 -4.8048 3.5465
H -1.3065 -4.3503 5.0455
H -0.4285 -5.2079 3.7654
H 0.7708 -1.8150 3.2984
H 1.2774 -3.4984 3.0639
H 0.7740 -2.9353 4.6735

---

(Q)
84
Properties=species:S:1:pos:R:3 method="wB97M-V/def2-TZVPD" total_charge=+1 spin_multiplicity=2 homo_lumo_gap_ev="6.7 / 6.6" s_squared=0.759
Cr 0.7683 -1.4926 0.5436
Br 6.7814 -0.3816 3.3607
C 5.0848 -0.6977 2.6354
C 4.0594 -1.1766 3.4352
C 2.8296 -1.3866 2.8446
N 2.5866 -1.1571 1.5535
C 3.5819 -0.6864 0.7825
C 4.8476 -0.4450 1.2949
C 3.2224 -0.4029 -0.6281
C 4.1394 0.0087 -1.5736
C 3.6863 0.2665 -2.8628
Br 4.9006 0.8297 -4.1744
C 2.3502 0.1132 -3.1657
C 1.4990 -0.3115 -2.1582
N 1.9223 -0.5674 -0.9253
H 4.2088 -1.3798 4.4852
H 1.9970 -1.7474 3.4330
H 5.6390 -0.0579 0.6722
H 5.1859 0.1270 -1.3392
H 1.9617 0.3307 -4.1487
H 0.4435 -0.4523 -2.3413
C 1.6232 1.8213 2.5597
C 0.4265 1.5872 1.7088
N 0.0961 0.4774 1.0622
C -1.0861 0.7419 0.4063
C -1.4769 2.0164 0.6670
N -0.5164 2.5212 1.4987
C -2.5582 2.9050 0.1755
O -3.4010 2.3920 -0.6898
O -2.6058 4.0450 0.5762
C -1.6371 -0.2945 -0.5007
O -2.6713 -0.0706 -1.1354
O -0.9423 -1.3636 -0.5318
H 2.5364 1.6074 2.0055
H 1.6006 1.1887 3.4469
H 1.6585 2.8600 2.8825
H -0.5221 3.4787 1.8208
H -3.1826 1.4298 -0.9019
N -3.4467 -3.5847 5.8966
C -2.6582 -4.3531 5.1287
S -2.5867 -5.9838 5.2278
C -1.8573 -3.6074 4.1087
C -2.3639 -2.4964 3.4471
C -1.5970 -1.8774 2.4760
N -0.3728 -2.2918 2.1443
C 0.1147 -3.3662 2.7865
C -0.5840 -4.0440 3.7605
H -4.0145 -4.0302 6.5990
H -3.3745 -2.5819 5.9019
H -3.3628 -2.1288 3.6387
H -1.9879 -1.0251 1.9403
H 1.0926 -3.7029 2.4680
H -0.1646 -4.9218 4.2311
C -0.6093 -4.5881 -0.2360
C 0.7510 -4.1521 -0.7532
C 0.7025 -3.7719 -2.2232
O 1.3073 -3.0499 -0.0231
H -0.9709 -5.4189 -0.8435
H -1.3301 -3.7737 -0.3070
H -0.5565 -4.9394 0.7942
H 1.4645 -4.9709 -0.6191
H -0.0382 -2.9866 -2.3813
H 0.4198 -4.6361 -2.8250
H 1.6793 -3.4239 -2.5623
C -1.7239 1.5509 -4.1305
N -1.8240 2.9712 -3.8428
C -2.3531 3.7728 -4.9418
C -1.0904 3.5269 -2.8483
S 0.2016 2.6968 -2.1336
N -1.4361 4.7772 -2.4698
C -2.8234 5.2389 -2.4833
C -0.5489 5.5785 -1.6446
H -2.5829 1.2697 -4.7384
H -1.7466 0.9729 -3.2110
H -0.8064 1.3181 -4.6803
H -1.9875 3.3563 -5.8820
H -2.0008 4.7969 -4.8652
H -3.4442 3.7696 -4.9636
H -3.4906 4.4166 -2.7220
H -2.9719 6.0530 -3.1954
H -3.0747 5.5887 -1.4822
H 0.4862 5.3822 -1.9068
H -0.6984 5.3644 -0.5832
H -0.7774 6.6288 -1.8248

---

Order from most stable to least stable according to the calculation: (Q), (P)

---

(P)
20
Properties=species:S:1:pos:R:3 method="wB97M-V/def2-TZVPD" total_charge=0 spin_multiplicity=1 homo_lumo_gap_ev=9.2 smiles="C[C@H](O)C=O.C=CN=C"
C -0.6901 -1.9278 0.7594
C 0.5456 -1.2111 1.2961
O 0.2840 -0.4477 2.4545
C 1.2471 -0.3717 0.2350
O 1.4177 -0.7692 -0.9177
H -1.1042 -2.5860 1.5196
H -0.4170 -2.5106 -0.1176
H -1.4510 -1.2048 0.4662
H 1.2878 -1.9569 1.6113
H -0.5173 0.0694 2.3078
H 1.8959 0.4006 0.6788
C 0.4398 2.5863 -0.8062
C -0.3271 1.6092 -0.2893
N -1.2550 0.9109 -1.0834
C -0.8946 0.2412 -2.0814
H 0.9273 3.3125 -0.1784
H 0.6479 2.6279 -1.8626
H -0.6174 1.6532 0.7548
H -1.6452 -0.3213 -2.6240
H 0.2259 -0.1042 -2.1229

---

(Q)
20
Properties=species:S:1:pos:R:3 method="wB97M-V/def2-TZVPD" total_charge=0 spin_multiplicity=1 homo_lumo_gap_ev=8.9 smiles="C[C@H]1[C@H](C(=O)O)[C@]1(C)N"
C 0.7539 1.9768 -0.6874
C 0.0236 0.6792 -0.6704
C 0.6909 -0.5206 -0.0020
C 0.9070 -1.2937 -1.2343
O 1.9971 -1.4135 -1.7867
O -0.1575 -2.0887 -1.5988
C -0.5894 -0.1991 0.6854
C -0.5109 0.4493 2.0430
N -1.7405 -1.0088 0.4633
H 0.7482 2.3843 -1.7042
H 1.8049 1.8604 -0.4039
H 0.2983 2.7246 -0.0302
H -0.7630 0.6237 -1.4148
H 1.6064 -0.3078 0.5406
H 0.1969 -2.5893 -2.3576
H -0.3219 -0.3136 2.8074
H -1.4544 0.9419 2.2995
H 0.2984 1.1800 2.1010
H -1.6377 -1.6415 -0.3339
H -2.1504 -1.4435 1.2841

---

Order from most stable to least stable according to the calculation: (Q), (P)